Record 1
Entry from the Open Molecules 2025 dataset: one molecule with the formula C6H3N3OS2 at a distorted geometry (the ωB97M-V functional and the def2-TZVPD basis).

Last columns: bonded neighbours and bond lengths (Å).
Cartesian coordinates (Å):
1 S -3.676 0.398 1.388  S2 2.036, C11 1.895
2 S -2.039 1.303 0.583  S1 2.036, C12 1.668
3 O -3.616 -2.298 1.234  C11 1.221
4 N 0.477 1.340 -0.273  C7 1.352, C10 1.394
5 N -1.606 -1.274 0.551  C11 1.419, C12 1.289
6 N 2.296 -0.752 -0.884  C8 1.358, C9 1.303
7 C 1.762 1.633 -0.571  N4 1.352, C8 1.430, H13 1.148
8 C 2.662 0.555 -0.841  N6 1.358, C7 1.430, H15 1.062
9 C 1.103 -1.028 -0.440  N6 1.303, C10 1.418, H14 1.029
10 C 0.160 -0.011 -0.144  N4 1.394, C9 1.418, C12 1.406
11 C -2.901 -1.313 1.131  S1 1.895, O3 1.221, N5 1.419
12 C -1.184 -0.092 0.258  S2 1.668, N5 1.289, C10 1.406
13 H 2.146 2.706 -0.425  C7 1.148
14 H 0.778 -2.004 -0.419  C9 1.029
15 H 3.638 0.837 -1.149  C8 1.062

Results
HOMO-LUMO gap	7.83	eV
HOMO	-9.15	eV
2S+1	1
ΔE to the lowest compared entry with this formula, charge and spin	23.9	kcal/mol



Record 2
Entry from the Open Molecules 2025 dataset: a 13-piece molecular cluster, C6H40N2O12 overall at a distorted geometry (the ωB97M-V functional and the def2-TZVPD basis).

Last columns: bonded neighbours and bond lengths (Å).
Cartesian coordinates (Å):
1 O -2.949 1.018 -2.037  H52 0.983, H53 0.992
2 O 3.162 3.212 1.984  H51 0.929, H60 0.951
3 O -1.587 -2.508 -3.880  H22 0.934, H42 1.030
4 O 2.535 -1.434 2.255  H26 0.982, H28 0.999
5 O -3.873 -0.077 2.682  H40 0.927, H57 0.991
6 O 2.177 2.349 -1.884  H38 1.028, H39 0.992
7 O 0.777 4.135 -0.557  H27 0.974, H46 0.888
8 O 3.347 0.928 0.122  H37 0.967, H54 1.013
9 O 0.091 -4.160 -0.975  H25 0.963, H50 0.975
10 O -0.841 1.750 -3.312  H47 1.044, H58 0.974
11 O -1.684 3.429 -1.184  H45 1.004, H55 0.945
12 O 1.009 -3.560 1.414  H44 0.939, H56 0.939
13 N -1.794 -1.619 1.161  C15 1.485, C16 1.527, H41 0.969
14 N 0.327 -0.686 -1.141  C17 1.509, C18 1.528, H30 0.976
15 C -2.541 -1.947 -0.080  N13 1.485, H32 1.139, H34 1.178, H36 1.084
16 C -0.736 -0.519 1.199  N13 1.527, C17 1.537, C20 1.592, H59 1.201
17 C 0.543 -0.606 0.351  N14 1.509, C16 1.537, H23 1.058, H35 1.095
18 C 1.492 -1.326 -1.894  N14 1.528, H24 1.145, H33 1.019, H49 1.011
19 C 0.205 1.027 2.979  C20 1.481, H21 1.167, H29 1.121, H43 1.071
20 C -0.368 -0.317 2.734  C16 1.592, C19 1.481, H31 1.050, H48 1.130
21 H 0.273 1.302 4.111  C19 1.167
22 H -1.036 -2.983 -3.294  O3 0.934
23 H 1.065 -1.502 0.565  C17 1.058
24 H 1.352 -1.138 -3.015  C18 1.145
25 H -0.687 -3.700 -0.642  O9 0.963
26 H 2.237 -0.993 3.080  O4 0.982
27 H -0.148 3.902 -0.756  O7 0.974
28 H 2.650 -0.597 1.721  O4 0.999
29 H 1.313 1.102 2.825  C19 1.121
30 H 0.064 0.185 -1.495  N14 0.976
31 H -1.286 -0.578 3.171  C20 1.050
32 H -1.862 -1.780 -0.978  C15 1.139
33 H 1.660 -2.265 -1.534  C18 1.019
34 H -3.463 -1.227 -0.225  C15 1.178
35 H 1.174 0.247 0.621  C17 1.095
36 H -2.805 -2.995 -0.156  C15 1.084
37 H 4.004 0.333 -0.265  O8 0.967
38 H 2.160 3.356 -1.679  O6 1.028
39 H 1.205 2.197 -2.008  O6 0.992
40 H -3.604 0.503 2.010  O5 0.927
41 H -1.390 -2.396 1.575  N13 0.969
42 H -1.431 -1.585 -3.450  O3 1.030
43 H -0.370 1.832 2.569  C19 1.071
44 H 1.588 -2.822 1.381  O12 0.939
45 H -1.750 2.428 -1.148  O11 1.004
46 H 1.024 3.932 0.271  O7 0.888
47 H -1.687 2.329 -3.504  O10 1.044
48 H 0.264 -1.168 3.125  C20 1.130
49 H 2.433 -1.013 -1.701  C18 1.011
50 H 0.688 -4.144 -0.206  O9 0.975
51 H 2.358 3.651 1.827  O2 0.929
52 H -3.546 0.444 -2.567  O1 0.983
53 H -2.087 0.634 -2.341  O1 0.992
54 H 2.993 1.454 -0.668  O8 1.013
55 H -2.087 3.744 -0.390  O11 0.945
56 H 1.274 -4.021 2.189  O12 0.939
57 H -3.364 -0.914 2.532  O5 0.991
58 H -0.174 2.203 -3.860  O10 0.974
59 H -1.342 0.491 0.963  C16 1.201
60 H 3.045 2.465 1.407  O2 0.951

Results
HOMO-LUMO gap	8.48	eV
HOMO	-8.70	eV
2S+1	1
ΔE to the lowest compared entry with this formula, charge and spin	104.3	kcal/mol



Record 3
Entry from the Open Molecules 2025 dataset: a 14-piece molecular cluster, C6H40NO14 overall at a distorted geometry (the ωB97M-V functional and the def2-TZVPD basis).

Last columns: bonded neighbours and bond lengths (Å).
Cartesian coordinates (Å):
1 O 1.745 3.668 -1.567  H27 0.957, H35 1.025
2 O -2.085 3.215 -2.906  H37 0.920, H40 0.975
3 O -4.765 -1.083 -0.218  H39 0.958, H57 0.970
4 O 2.805 4.709 1.305  H50 0.936, H60 0.977
5 O -0.950 -0.808 5.222  H48 1.005, H55 0.977
6 O -4.139 1.745 0.456  H23 1.001, H24 0.967
7 O -2.655 -0.145 2.753  H47 0.969, H59 0.903
8 O 0.324 3.371 0.645  H29 0.992, H34 1.070
9 O 3.232 1.099 -2.858  H32 1.059, H58 0.964
10 O -2.284 3.270 0.630  H30 0.920
11 O 3.845 1.710 -0.158  H46 0.902, H61 1.012
12 O 2.117 -3.657 -3.377  C19 1.413, H45 0.940
13 O -2.429 -4.044 2.208  H33 1.039, H36 1.006
14 O 3.204 -4.531 1.384  H22 0.799, H54 0.961
15 N 0.438 -1.771 -0.569  C16 1.517, C17 1.420, C21 1.552
16 C -1.067 -1.603 -0.647  N15 1.517, C18 1.530, H42 1.112, H43 1.123
17 C 1.101 -0.778 0.198  N15 1.420, C20 1.637, H31 1.109, H49 1.119
18 C -1.726 -0.280 -1.044  C16 1.530, H28 1.073, H38 1.142, H53 1.102
19 C 1.121 -3.457 -2.396  O12 1.413, C21 1.566, H25 1.145, H52 1.075
20 C 1.778 -1.740 1.337  C17 1.637, H26 1.061, H44 1.183, H56 1.204
21 C 1.211 -1.974 -1.900  N15 1.552, C19 1.566, H41 1.106, H51 1.100
22 H 2.670 -4.544 0.790  O14 0.799
23 H -3.166 1.965 0.525  O6 1.001
24 H -4.599 2.565 0.679  O6 0.967
25 H 0.144 -3.822 -2.871  C19 1.145
26 H 2.758 -2.078 1.113  C20 1.061
27 H 1.004 3.549 -2.161  O1 0.957
28 H -1.335 0.507 -0.427  C18 1.073
29 H 0.160 2.424 0.893  O8 0.992
30 H -2.501 3.805 1.346  O10 0.920
31 H 1.863 -0.241 -0.403  C17 1.109
32 H 3.989 1.183 -2.123  O9 1.059
33 H -1.524 -4.199 1.722  O13 1.039
34 H -0.727 3.568 0.621  O8 1.070
35 H 1.341 3.478 -0.644  O1 1.025
36 H -2.229 -3.067 2.340  O13 1.006
37 H -2.413 3.591 -2.134  O2 0.920
38 H -2.839 -0.260 -1.295  C18 1.142
39 H -4.831 -0.158 0.023  O3 0.958
40 H -2.500 2.336 -2.833  O2 0.975
41 H 2.284 -1.839 -1.667  C21 1.106
42 H -1.421 -2.384 -1.354  C16 1.112
43 H -1.489 -1.932 0.340  C16 1.123
44 H 1.135 -2.690 1.629  C20 1.183
45 H 2.505 -2.819 -3.553  O12 0.940
46 H 3.148 2.278 -0.242  O11 0.902
47 H -3.406 0.449 2.898  O7 0.969
48 H -1.336 -0.672 4.304  O5 1.005
49 H 0.479 0.021 0.675  C17 1.119
50 H 1.921 4.517 1.549  O4 0.936
51 H 0.853 -1.320 -2.710  C21 1.100
52 H 1.412 -4.242 -1.721  C19 1.075
53 H -1.373 0.101 -2.016  C18 1.102
54 H 3.473 -3.744 1.865  O14 0.961
55 H -1.146 0.110 5.493  O5 0.977
56 H 2.034 -1.123 2.338  C20 1.204
57 H -4.065 -1.378 0.386  O3 0.970
58 H 3.207 1.887 -3.413  O9 0.964
59 H -2.152 0.214 2.095  O7 0.903
60 H 2.784 4.889 0.345  O4 0.977
61 H 4.604 2.313 0.132  O11 1.012

Results
HOMO-LUMO gap	8.74	eV
total charge	-1
HOMO	-6.32	eV
2S+1	1
ΔE to the lowest compared entry with this formula, charge and spin	167.3	kcal/mol